Run a
Computed, not measured: a 2-piece molecular cluster, C3H9N3O2 overall, with the ωB97M-V functional and the def2-TZVPD basis.

```
! RIJCOSX wB97M-V def2-TZVPD def2/J DEFGRID3
* xyz 0 1
C -3.208 -0.029 -0.113
C -0.940 -0.733 0.218
C 0.348 -0.291 0.350
H -3.496 0.255 0.892
H -3.363 -1.093 -0.467
H -3.645 0.606 -0.677
H -1.743 0.751 -1.284
H -0.986 -1.826 -0.265
H -1.410 -1.194 1.213
H -0.182 1.435 0.763
H 2.216 0.485 -0.876
H 3.312 -1.360 -0.020
N -1.867 0.210 -0.268
N 0.654 1.022 0.838
N 1.257 -1.086 -0.245
O 1.338 1.405 -0.469
O 2.635 -0.501 -0.067
*
```

LUMO level (eV): 0.5
M (g mol⁻¹): 119.124


Run b
Computed, not measured: a 2-piece molecular cluster, C3H9N3O2 overall, with the ωB97M-V functional and the def2-TZVPD basis.

```
! RIJCOSX wB97M-V def2-TZVPD def2/J DEFGRID3
* xyz 0 1
N -0.639 1.724 -1.194
C -0.744 0.501 -1.788
N -1.997 -0.073 -1.643
O 0.183 -0.055 -2.384
H -1.146 1.855 -0.336
H 0.334 2.075 -1.133
H -2.793 0.574 -1.549
H -2.167 -0.819 -2.329
C 0.609 -1.666 1.119
N 1.537 -0.543 1.186
C 1.232 0.596 1.899
O 0.220 0.727 2.591
H 0.087 -1.732 2.088
H 1.178 -2.604 0.978
H -0.113 -1.514 0.301
H 2.240 -0.439 0.408
H 1.979 1.392 1.786
*
```

SMILES: NC(N)=O.CNC=O
LUMO level (eV): 0.7
M (g mol⁻¹): 119.124


Energies relative to the most stable structure, in kJ/mol: run a 947.2; run b 0.0.


Run a
Computed, not measured: a 2-piece molecular cluster, C3H9N3O2 overall, with the ωB97M-V functional and the def2-TZVPD basis.

```
! RIJCOSX wB97M-V def2-TZVPD def2/J DEFGRID3
* xyz 0 1
C -1.879 0.448 1.499
N -1.158 -0.199 0.444
N -1.909 -0.319 -0.693
N -1.048 0.124 -1.576
H -2.465 -1.184 -0.778
H -0.968 -0.499 -2.393
H -2.939 0.150 1.511
H -1.407 0.191 2.449
H -1.844 1.535 1.378
C 2.145 0.750 -0.136
C 2.273 -0.717 -0.494
O 1.176 -1.459 -0.261
O 3.256 -1.205 -0.984
H 0.459 -0.934 0.172
H 3.035 1.283 -0.459
H 1.267 1.179 -0.620
H 2.007 0.855 0.941
*
```

LUMO level (spin up / spin down) (eV): -0.5 / -1.0
M (g mol⁻¹): 119.124


Run b
Computed, not measured: a 2-piece molecular cluster, C3H9N3O2 overall, with the ωB97M-V functional and the def2-TZVPD basis.

```
! RIJCOSX wB97M-V def2-TZVPD def2/J DEFGRID3
* xyz 0 1
O 3.508 0.759 -0.695
N 3.033 0.233 0.288
N 2.557 -0.885 0.489
O 2.621 -1.749 -0.583
H 2.865 0.855 1.185
H 2.469 -2.616 -0.162
C -0.822 1.636 0.088
C -0.397 0.242 0.384
C -1.280 -0.694 -0.470
N 0.364 -0.227 1.280
H -1.888 1.891 -0.029
H -0.405 2.483 0.638
H -0.576 1.954 -0.919
H -2.334 -0.388 -0.351
H -1.086 -1.685 -0.301
H -1.004 -0.493 -1.552
H 0.873 0.363 1.899
*
```

SMILES: [O-]/[NH+]=N\O.CC(C)=N
LUMO level (eV): 0.7
M (g mol⁻¹): 119.124


Energies relative to the most stable structure, in kJ/mol: run a 0.0; run b 134.4.


Run a
Computed, not measured: a 2-piece molecular cluster, C10H16S overall, with the ωB97M-V functional and the def2-TZVPD basis.

```
! RIJCOSX wB97M-V def2-TZVPD def2/J DEFGRID3
* xyz 0 1
C -2.075 0.017 -2.155
C -1.081 0.811 -1.389
C 0.354 0.773 -1.562
C 1.204 1.417 -0.818
C 0.912 2.404 0.116
C -0.434 2.484 0.341
C -1.365 1.719 -0.389
H -2.275 -0.959 -1.657
H -1.628 -0.405 -3.047
H -2.933 0.567 -2.407
H 0.550 0.066 -2.417
H 2.225 1.246 -1.141
H 1.596 3.218 0.283
H -0.977 3.258 1.083
H -2.449 2.085 -0.103
C -0.548 -1.067 2.818
C -0.026 -1.438 1.345
S 1.707 -1.670 1.512
C 2.279 -2.080 -0.125
H -1.234 -0.336 2.812
H 0.264 -0.557 3.559
H -0.848 -1.971 3.359
H -0.350 -2.335 0.818
H -0.089 -0.525 0.638
H 3.366 -2.278 -0.067
H 1.749 -3.069 -0.410
H 2.105 -1.374 -0.995
*
```

SMILES: Cc1ccccc1.CCSC
LUMO level (eV): 0.9
M (g mol⁻¹): 168.305


Run b
Computed, not measured: a 2-piece molecular cluster, C10H16S overall, with the ωB97M-V functional and the def2-TZVPD basis.

```
! RIJCOSX wB97M-V def2-TZVPD def2/J DEFGRID3
* xyz 0 1
C 0.334 3.110 -4.148
C 0.457 2.125 -3.041
C 0.835 0.826 -3.363
C 0.681 -0.226 -2.483
C 0.105 0.022 -1.232
C -0.255 1.334 -0.916
C -0.132 2.390 -1.803
H -0.305 2.773 -4.989
H 1.294 3.263 -4.659
H -0.070 4.099 -3.925
H 1.232 0.634 -4.365
H 0.722 -1.267 -2.806
H -0.002 -0.754 -0.491
H -0.665 1.553 0.066
H -0.345 3.420 -1.544
C -0.978 -2.040 1.987
C -0.883 -0.952 3.045
S -0.612 -1.383 4.779
C 0.690 -2.682 4.725
H 0.009 -2.274 1.583
H -1.642 -1.752 1.166
H -1.393 -2.969 2.401
H -0.166 -0.184 2.729
H -1.764 -0.295 3.161
H 1.152 -2.786 5.701
H 0.250 -3.622 4.414
H 1.447 -2.362 4.009
*
```

SMILES: Cc1ccccc1.CCSC
LUMO level (eV): 0.9
M (g mol⁻¹): 168.305


Energies relative to the most stable structure, in kJ/mol: run a 183.9; run b 0.0.